Record 1
{
  "formula": "C4H11N2O2",
  "method": "ωB97M-V/def2-TZVPD",
  "total_energy_ha": -418.74232,
  "gap_ev": 10.295,
  "homo_energy_ev": -13.86,
  "charge": 1,
  "smiles": "[NH3+]CC(=O)NCCO",
  "de_lowest_kj_mol": 151.0,
  "spin_multiplicity": 1,
  "molar_mass_g_mol": 119.14,
  "elements": ["N", "C", "C", "N", "C", "C", "O", "O", "H", "H", "H", "H", "H", "H", "H", "H", "H", "H", "H"],
  "coordinates": [[-1.3899, -0.7495, -2.1901], [-0.7034, -0.1564, -1.0310], [0.3140, -1.2107, -0.5941], [1.1633, -1.0113, 0.4179], [1.2699, 0.1353, 1.3201], [0.0879, 1.0415, 1.6393], [0.3515, 2.3360, 1.0443], [0.1759, -2.3413, -1.0814], [-1.5188, -1.7288, -1.9889], [-0.8375, -0.6435, -3.0281], [-2.3054, -0.3372, -2.3681], [-0.2955, 0.8158, -1.2932], [-1.3704, -0.0264, -0.1857], [1.7982, -1.7861, 0.5495], [1.7007, -0.1841, 2.2714], [2.0258, 0.8164, 0.9213], [-0.0654, 1.3023, 2.6532], [-0.8638, 0.7397, 1.2117], [0.4628, 2.9882, 1.7319]]
}

Record 2
{
  "formula": "C12H18FNO3",
  "method": "ωB97M-V/def2-TZVPD",
  "total_energy_ha": -848.22253,
  "gap_ev": 7.339,
  "homo_energy_ev": -9.29,
  "charge": 0,
  "smiles": "CO[C@@H](CN)C[C@@H](C)F.O=C1C=CC(=O)C=C1",
  "de_lowest_kj_mol": 295.0,
  "spin_multiplicity": 1,
  "molar_mass_g_mol": 243.28,
  "elements": ["C", "O", "C", "C", "N", "C", "C", "C", "F", "H", "H", "H", "H", "H", "H", "H", "H", "H", "H", "H", "H", "H", "H", "C", "C", "C", "O", "C", "C", "C", "O", "H", "H", "H", "H"],
  "coordinates": [[2.7411, -0.1587, 0.9829], [1.6403, -0.4908, 1.9005], [0.5504, -1.2261, 1.1948], [0.9499, -2.8343, 0.9706], [1.1145, -3.5931, 2.2710], [-0.7708, -1.1299, 2.1603], [-2.1673, -0.7395, 1.3976], [-2.3743, -1.4225, -0.0776], [-3.2781, -1.2834, 2.2657], [3.5558, -1.0287, 0.9230], [2.4010, 0.2231, -0.0772], [3.3219, 0.7560, 1.4824], [0.3528, -0.7964, 0.1030], [0.0274, -3.3140, 0.3921], [1.9361, -2.9793, 0.3565], [0.1825, -3.9134, 2.6625], [1.5874, -4.5084, 2.0070], [-0.9815, -2.0766, 2.8157], [-0.5574, -0.2442, 2.9314], [-2.2785, 0.4252, 1.2676], [-1.6047, -1.0375, -0.9029], [-2.4456, -2.6002, -0.0712], [-3.4387, -1.0486, -0.4688], [-0.3236, 2.2814, -3.4522], [-0.0562, 3.5908, -3.4669], [0.2477, 4.3246, -2.2226], [0.4906, 5.5235, -2.2349], [0.2463, 3.5555, -0.9623], [-0.0211, 2.2461, -0.9476], [-0.3251, 1.5123, -2.1919], [-0.5679, 0.3134, -2.1796], [-0.5493, 1.7282, -4.3557], [-0.0506, 4.1689, -4.3832], [0.4719, 4.1087, -0.0588], [-0.0268, 1.6680, -0.0313]]
}

Record 3
{
  "formula": "C23H20BrF13IrO3PSSbSe2",
  "method": "ωB97M-V/def2-TZVPD",
  "total_energy_ha": -10872.77548,
  "gap_ev": [7.795, 4.361],
  "homo_energy_ev": [-13.39, -14.13],
  "charge": 2,
  "s_squared": 8.763,
  "spin_multiplicity": 6,
  "molar_mass_g_mol": 1206.23,
  "elements": ["Ir", "F", "C", "C", "F", "C", "F", "C", "P", "C", "C", "C", "C", "C", "C", "C", "C", "C", "C", "C", "C", "C", "Br", "C", "F", "H", "H", "H", "H", "H", "H", "H", "H", "H", "H", "C", "Se", "C", "C", "Se", "C", "H", "H", "H", "H", "H", "H", "H", "H", "H", "H", "F", "Sb", "F", "F", "F", "F", "F", "F", "C", "F", "F", "S", "O", "O", "O"],
  "coordinates": [[0.3700, 0.4474, -1.2176], [-3.4898, -4.5747, -4.5524], [-3.1052, -3.7048, -3.6469], [-3.8152, -3.5587, -2.4732], [-4.8891, -4.2895, -2.2560], [-3.3907, -2.6470, -1.5276], [-4.1144, -2.5620, -0.4165], [-2.2623, -1.8532, -1.7092], [-1.7424, -0.7027, -0.3887], [-1.3842, -1.7792, 1.0196], [-0.0702, -2.2473, 1.1092], [0.3080, -3.1310, 2.1075], [-0.6324, -3.5525, 3.0386], [-1.9397, -3.0933, 2.9575], [-2.3228, -2.2159, 1.9494], [-3.2322, 0.2709, -0.1387], [-3.7025, 0.6265, 1.1192], [-4.8590, 1.3765, 1.2276], [-5.5318, 1.7920, 0.0872], [-5.0413, 1.4697, -1.1710], [-3.8911, 0.7158, -1.2862], [-1.5834, -2.0238, -2.9069], [-0.0565, -1.0198, -3.3729], [-1.9840, -2.9291, -3.8622], [-1.3104, -3.0722, -4.9996], [0.6458, -1.9427, 0.3478], [1.3240, -3.5110, 2.1566], [-0.3500, -4.2509, 3.8163], [-2.6755, -3.4280, 3.6781], [-3.3509, -1.8921, 1.8927], [-3.1624, 0.3502, 2.0147], [-5.2291, 1.6482, 2.2079], [-6.4388, 2.3776, 0.1782], [-5.5578, 1.8034, -2.0616], [-3.5055, 0.4770, -2.2728], [4.1755, -2.1219, 0.9856], [3.1132, -0.5775, 0.5933], [3.2621, 0.3534, 2.2948], [4.2929, 1.5016, 2.2169], [3.6032, 3.1540, 1.4477], [5.1539, 3.7371, 0.4907], [3.6428, -2.7402, 1.7120], [5.1339, -1.7972, 1.3952], [4.3191, -2.6575, 0.0497], [3.5607, -0.3703, 3.0497], [2.2508, 0.7062, 2.5042], [5.1938, 1.2449, 1.6639], [4.5855, 1.7762, 3.2322], [5.9204, 4.0123, 1.2199], [4.8602, 4.6014, -0.1000], [5.4957, 2.9277, -0.1513], [2.9008, 1.7834, -0.7970], [3.4547, 1.3914, -2.6269], [2.6736, -0.3267, -2.2001], [4.9811, 0.7197, -1.7551], [3.7536, 0.8458, -4.3513], [4.1637, 3.0954, -2.6868], [1.6468, 1.8532, -2.9933], [1.3508, 4.3030, -0.3167], [0.3253, 4.2629, 0.5420], [-0.5624, 5.1715, 0.2187], [0.7871, 4.4834, 1.7745], [-0.4429, 2.6013, 0.5162], [-0.8321, 2.3677, -0.8962], [-1.4721, 2.6581, 1.4927], [0.6813, 1.6657, 0.8268]]
}